(1)
Entry from the OMol25 dataset: a structure of composition C3H3IO2 (ωB97M-V with the def2-TZVPD basis set).

Summary:
HOMO energy (spin up / spin down), eV: -8.90 / -8.90
Frontier orbital gap (spin up / spin down), eV: 8.06 / 8.06
Electronic energy, Ha: -564.191782
2S+1: 1
Relative energy (zero: lowest compared OMol25 entry of this formula, charge and spin), kcal per mole: 48.3

Structure (XYZ):
```
9
Properties=species:S:1:pos:R:3:lowdin_charge:R:1
C 1.1414 -0.2684 0.6379 -0.369
C -1.1194 -0.0265 -0.5446 -0.035
C -0.1835 0.3964 0.6166 -0.264
O 1.7169 -0.9131 1.3823 0.158
O -0.5874 1.3100 -0.3754 -0.029
I 2.4093 -0.1506 -1.7821 0.194
H -0.7757 -0.7346 -1.3522 0.120
H -2.0701 -0.0568 -0.2120 0.073
H -0.5315 0.4437 1.6295 0.153
```

(2)
Entry from the OMol25 dataset: the ion C10H19N2O with charge +1 (ωB97M-V with the def2-TZVPD basis set).

Summary:
Structure (SMILES): CC1(C)[N@@H+]2CCCC/C=N\[C@@]21CO
HOMO energy, eV: -13.45
Frontier orbital gap, eV: 10.74
Electronic energy, Ha: -576.838827
Charge: +1
2S+1: 1
Relative energy (zero: lowest compared OMol25 entry of this formula, charge and spin), kcal per mole: 63.3

Structure (XYZ):
```
32
Properties=species:S:1:pos:R:3:lowdin_charge:R:1
C -0.4009 1.7163 -2.4838 -0.003
C 0.2660 0.8524 -1.4790 -0.297
C 1.8254 1.1551 -1.4068 0.026
N -0.4720 0.7464 -0.1232 0.093
C 0.1483 1.1316 1.1879 -0.132
C -0.5114 0.4040 2.3294 -0.153
C -0.0057 -1.0497 2.7333 -0.200
C -0.0087 -2.0274 1.6482 -0.171
C 1.0335 -1.8414 0.6179 -0.070
N 1.0014 -1.1334 -0.4318 0.114
C -0.1151 -0.4713 -0.8984 -0.377
C -1.1268 -1.3913 -1.5000 -0.143
O -1.0475 -1.4138 -2.9038 -0.012
H 0.2855 2.1081 -3.2221 0.099
H -0.8682 2.5592 -2.0347 0.089
H -1.1311 1.2640 -3.1330 0.089
H 2.1197 0.8423 -0.3789 0.066
H 1.9802 2.1893 -1.5831 0.076
H 2.2543 0.4997 -2.2042 0.122
H -1.4573 1.1153 -0.2560 0.215
H -0.1072 2.2164 1.4337 0.153
H 1.2696 1.1584 1.1476 0.134
H -1.5662 0.0509 1.9707 0.146
H -0.6172 1.1752 3.1547 0.138
H -0.7205 -1.3042 3.4758 0.101
H 0.9408 -0.9674 3.3985 0.156
H -0.9549 -2.0171 1.2492 0.095
H 0.2417 -2.9400 2.1433 0.129
H 1.9989 -2.3268 0.6946 0.138
H -2.1525 -1.0042 -1.4716 0.146
H -1.0272 -2.4331 -1.1347 0.148
H -0.4288 -2.0380 -3.2229 0.085
```

(3)
Entry from the OMol25 dataset: the molecule C13H27NO (ωB97M-V with the def2-TZVPD basis set).

Summary:
Structure (SMILES): NC[C@H](O)C1CCCCCCCCCC1
HOMO energy, eV: -9.20
Frontier orbital gap, eV: 9.94
Electronic energy, Ha: -641.156900
2S+1: 1
Relative energy (zero: lowest compared OMol25 entry of this formula, charge and spin), kcal per mole: 144.3

Structure (XYZ):
```
42
Properties=species:S:1:pos:R:3:lowdin_charge:R:1
N 0.3634 -0.8289 -3.6161 -0.044
C 0.5732 0.5446 -3.2090 -0.265
C 1.4080 0.6764 -2.0083 -0.429
O 2.4819 -0.2693 -2.1752 -0.081
C 0.7276 0.6856 -0.6352 -0.261
C -0.3368 1.9894 -0.4304 -0.124
C -1.3662 1.4197 0.4940 -0.264
C -2.4449 0.2965 0.1017 -0.246
C -3.0509 -0.3890 1.2565 -0.246
C -2.3511 -1.4202 2.3631 -0.155
C -0.9335 -1.0263 2.5251 -0.338
C 0.0339 -1.5025 1.5490 -0.275
C 1.5285 -1.3012 1.8177 -0.143
C 1.7222 0.4008 1.9927 -0.097
C 1.9416 0.8094 0.4132 -0.132
H -0.0732 -0.7586 -4.4481 0.023
H 0.0105 -1.3948 -2.6056 0.203
H 1.1404 0.7648 -4.1561 0.143
H -0.5222 1.0446 -3.0243 0.154
H 1.7243 1.6487 -1.9515 0.107
H 1.9288 -1.0019 -2.7592 0.129
H 0.2094 -0.2374 -0.3937 0.058
H -0.7325 2.4933 -1.3393 0.097
H 0.3060 2.7860 0.4177 0.180
H -0.8985 0.8787 1.3203 0.024
H -2.0376 2.3132 1.1058 0.174
H -1.9250 -0.1972 -0.9442 0.151
H -3.3997 0.4946 -0.5508 0.124
H -3.9384 -0.8098 0.9436 0.063
H -3.4749 0.4841 1.7516 0.101
H -3.0248 -0.9159 3.2876 0.162
H -2.6936 -2.4623 1.8990 0.141
H -0.9069 0.1078 2.4911 0.090
H -0.6697 -1.2604 3.6138 0.139
H -0.3029 -0.9790 0.6243 0.044
H -0.3020 -2.6490 0.9704 0.196
H 2.0653 -1.5436 2.7969 0.109
H 2.0758 -1.7623 0.9632 0.104
H 2.6715 0.5602 2.6650 0.119
H 0.8444 0.8393 2.4590 0.061
H 1.9985 2.0475 0.1316 0.143
H 2.8181 0.3670 0.0659 0.058
```

(4)
Entry from the OMol25 dataset: a cluster of 13 separate species, C28H14Cl51NO4P in total (ωB97M-V with the def2-TZVPD basis set).

Summary:
HOMO energy, eV: -11.58
Frontier orbital gap, eV: 7.09
Electronic energy, Ha: -25241.824817
Charge: +1
2S+1: 1
Relative energy (zero: lowest compared OMol25 entry of this formula, charge and spin), kcal per mole: 15.9

Structure (XYZ):
```
99
Properties=species:S:1:pos:R:3:lowdin_charge:R:1
C 3.5107 3.7633 1.1632 -0.108
C 4.8890 4.2465 0.9304 -0.729
Cl 6.0430 3.7536 2.1053 0.718
C 5.3073 5.0047 -0.0672 -0.794
Cl 6.9393 5.5216 -0.2246 0.784
O 4.4581 5.4852 -1.0282 -0.032
C 4.7419 4.9857 -2.2772 -0.422
O 5.2509 5.6354 -3.1302 0.233
C 4.2655 3.5765 -2.5208 -0.028
C 2.9148 3.3763 -2.4214 0.059
C 2.4229 2.1341 -2.6371 -0.062
N 3.2551 1.1354 -2.9350 -0.163
P 2.6511 -0.5705 -3.2442 0.601
O 1.2031 -0.3266 -3.8340 -0.350
Cl 2.3218 -1.2646 -1.3388 0.265
C 4.5656 1.3281 -3.0453 -0.008
C 5.1105 2.5535 -2.8454 -0.061
C 6.5845 2.7980 -2.9443 -0.116
O 7.3046 1.5991 -3.0293 -0.028
C 7.6404 1.0496 -1.7992 -0.277
C 7.2547 -0.2373 -1.5697 -0.015
C 7.5479 -0.8419 -0.3823 -0.064
C 8.2329 -0.1348 0.5575 -0.213
C 8.6403 1.1460 0.3448 -0.087
C 8.3445 1.7233 -0.8530 -0.014
H 2.7397 4.3157 0.6338 0.002
H 3.4456 2.6986 0.9624 0.083
H 3.2965 3.8712 2.2199 0.085
H 2.2817 4.2086 -2.1855 0.140
H 1.3540 1.9799 -2.5587 0.033
H 0.5575 -0.0911 -3.1432 0.017
H 5.1861 0.4941 -3.3110 0.123
H 6.8703 3.4203 -2.1039 0.095
H 6.8157 3.3851 -3.8248 0.158
H 6.7271 -0.7642 -2.3445 0.116
H 7.2467 -1.8585 -0.2261 0.112
H 8.4423 -0.6019 1.4987 0.043
H 9.1753 1.7092 1.0836 0.117
H 8.6549 2.7295 -1.0741 0.121
C -2.7159 1.5418 -2.4269 -2.007
Cl -3.6212 2.5474 -1.3056 0.548
Cl -0.9767 1.9716 -2.2303 0.541
Cl -2.9754 -0.1640 -2.0640 0.523
Cl -3.2291 1.8718 -4.0728 0.560
C 2.1959 7.7577 1.3845 -2.026
Cl 1.1830 7.5865 2.8151 0.550
Cl 1.9338 9.3342 0.6501 0.558
Cl 3.8934 7.5895 1.8390 0.576
Cl 1.7669 6.4892 0.2131 0.562
C 12.2456 -2.0440 1.5444 -2.036
Cl 13.6233 -0.9498 1.6806 0.534
Cl 10.7499 -1.0991 1.4010 0.608
Cl 12.4299 -3.0526 0.1091 0.533
Cl 12.1574 -3.0670 2.9797 0.533
C -6.8527 -1.2103 -0.8994 -1.993
Cl -8.3622 -0.8222 -0.0534 0.518
Cl -7.2493 -1.5905 -2.5780 0.489
Cl -5.7762 0.1934 -0.8135 0.486
Cl -6.0636 -2.5926 -0.1394 0.513
C -7.1167 -2.9013 -6.7531 -2.048
Cl -6.1914 -1.8079 -5.7080 0.473
Cl -8.7818 -2.9702 -6.1752 0.530
Cl -7.0878 -2.2969 -8.4110 0.523
Cl -6.4158 -4.5211 -6.7085 0.533
C 0.2712 -4.3089 -4.6920 -2.045
Cl -1.1329 -4.8909 -3.7990 0.547
Cl -0.2438 -3.3105 -6.0456 0.542
Cl 1.2667 -3.3017 -3.6290 0.492
Cl 1.2212 -5.6707 -5.2769 0.555
C -8.1847 1.8020 -5.8063 -2.045
Cl -6.6148 2.6108 -5.9377 0.506
Cl -9.4479 3.0118 -5.5827 0.542
Cl -8.4971 0.8860 -7.2806 0.522
Cl -8.1645 0.7010 -4.4252 0.470
C -8.3018 -4.6627 2.7006 -2.007
Cl -6.9169 -5.6261 2.1660 0.507
Cl -8.2810 -3.1067 1.8664 0.471
Cl -9.7994 -5.5156 2.3250 0.531
Cl -8.1946 -4.4038 4.4474 0.481
C -7.7037 -2.7820 8.6814 -2.036
Cl -9.1987 -2.4261 9.5437 0.511
Cl -8.0736 -3.1634 6.9924 0.472
Cl -6.6354 -1.3757 8.7420 0.517
Cl -6.8995 -4.1626 9.4317 0.535
C -10.6293 1.2086 10.7794 -2.059
Cl -11.7283 -0.1267 10.4089 0.508
Cl -11.4652 2.7417 10.5226 0.528
Cl -10.1124 1.0924 12.4624 0.528
Cl -9.2163 1.1243 9.7230 0.498
C -8.6634 -9.5511 2.8028 -2.055
Cl -7.9952 -8.4751 4.0350 0.506
Cl -7.6473 -10.9878 2.6621 0.528
Cl -10.2980 -10.0271 3.2660 0.531
Cl -8.7131 -8.7139 1.2472 0.499
C 4.6120 -1.4645 2.9641 -2.057
Cl 3.5885 -1.7507 4.3692 0.550
Cl 3.6282 -1.5483 1.4923 0.454
Cl 5.3340 0.1352 3.0721 0.522
Cl 5.8797 -2.6917 2.8931 0.541
```

(5)
Entry from the OMol25 dataset: a structure of composition C25H48BN8OPReS2 (ωB97M-V with the def2-TZVPD basis set).

Summary:
HOMO energy (spin up / spin down), eV: -13.47 / -13.91
Frontier orbital gap (spin up / spin down), eV: 7.37 / 7.41
Electronic energy, Ha: -2735.149281
Charge: +2
2S+1: 4
Relative energy (zero: lowest compared OMol25 entry of this formula, charge and spin), kcal per mole: 14.1

Structure (XYZ):
```
87
Properties=species:S:1:pos:R:3:lowdin_charge:R:1
Re 1.3549 0.0412 0.6782 1.034
C 0.7181 0.9416 5.1081 0.009
N 1.9089 0.9947 4.2489 -0.123
C 2.9104 1.9254 4.3961 0.007
C 3.8359 1.6399 3.4370 -0.036
N 3.4437 0.4810 2.7725 -0.011
B 4.6860 -0.3375 2.0861 -0.411
N 4.2206 -1.7682 1.8345 -0.025
C 4.3900 -2.7880 2.7397 -0.014
C 3.7240 -3.8763 2.2911 -0.007
N 3.1992 -3.5508 1.0708 -0.101
C 2.4841 -4.5061 0.2243 0.018
C 3.5084 -2.2509 0.8310 -0.674
S 2.9109 -1.2478 -0.4765 0.669
C 2.2469 0.1257 3.2959 -0.691
S 1.0863 -1.0712 2.7301 0.674
H 0.7203 0.0053 5.6546 0.103
H -0.1422 1.0584 4.5082 0.070
H 0.8046 1.7988 5.8194 0.120
H 2.8734 2.7309 5.1515 0.155
H 4.7497 2.1191 3.1991 0.129
H 4.9715 0.2978 1.0817 0.069
H 5.6063 -0.3287 2.8877 0.097
H 4.8805 -2.5923 3.6766 0.139
H 3.4850 -4.8603 2.6588 0.142
H 3.1870 -4.9256 -0.5394 0.127
H 1.7380 -3.9203 -0.3114 0.067
H 1.9973 -5.2524 0.8505 0.105
N -0.2545 0.2639 -0.0957 -0.329
P -1.4801 0.2580 -1.1728 0.643
N -2.4145 -1.0961 -0.9462 -0.210
C -1.8248 -2.3789 -0.5727 -0.205
C -2.5323 -2.9528 0.6718 -0.191
C -4.0099 -3.0757 0.3978 -0.187
C -4.5932 -1.7320 -0.0910 -0.167
C -3.8500 -1.1756 -1.2953 -0.181
N -0.8772 0.4485 -2.6559 -0.206
C 0.5320 0.1908 -3.1070 -0.167
C 0.6155 -1.2522 -3.6321 -0.172
C -0.2728 -1.3985 -4.8857 -0.180
C -1.7018 -1.0514 -4.5300 -0.182
C -1.7880 0.3127 -3.8235 -0.164
N -2.5176 1.5011 -0.9015 -0.218
C -2.4808 2.7804 -1.5558 -0.175
C -2.0166 3.8939 -0.5676 -0.161
C -2.7814 3.8326 0.7425 -0.209
C -2.7428 2.4439 1.3377 -0.169
C -3.2817 1.4276 0.3154 -0.205
H -0.7117 -2.3245 -0.4463 0.094
H -1.9917 -3.0686 -1.4256 0.126
H -2.2866 -2.3415 1.5197 0.100
H -2.1130 -3.9268 0.9479 0.117
H -4.5470 -3.4219 1.2993 0.127
H -4.0890 -3.8920 -0.3097 0.115
H -4.7182 -1.0450 0.7534 0.108
H -5.6325 -1.9638 -0.4125 0.129
H -4.1492 -0.1935 -1.6168 0.099
H -4.0032 -1.8642 -2.1512 0.134
H 1.1908 0.3262 -2.2879 0.034
H 0.7468 0.9093 -3.8748 0.123
H 0.3708 -1.8731 -2.7882 0.090
H 1.6027 -1.5543 -3.9297 0.109
H -0.1207 -2.3935 -5.2819 0.115
H 0.0823 -0.6283 -5.6417 0.141
H -2.0837 -1.8748 -3.9375 0.095
H -2.3819 -1.1074 -5.4229 0.139
H -2.7995 0.5295 -3.4447 0.113
H -1.4558 1.0461 -4.5476 0.125
H -3.4533 3.0207 -2.0069 0.134
H -1.7570 2.7075 -2.4113 0.118
H -2.1113 4.8566 -1.0165 0.106
H -0.9474 3.7800 -0.3413 0.100
H -3.7807 4.1615 0.5788 0.110
H -2.3422 4.5810 1.4103 0.121
H -3.4002 2.4131 2.2135 0.119
H -1.6981 2.2684 1.6820 0.109
H -4.3787 1.5805 0.1563 0.153
H -3.2003 0.4201 0.6600 0.076
C 3.0137 4.0676 -0.1084 -0.046
C 3.0124 2.6165 -0.5087 -0.263
O 1.7267 1.9954 -0.3456 -0.266
H 3.9441 4.5921 -0.3809 0.107
H 2.8595 4.1890 0.9601 0.081
H 2.2153 4.5598 -0.5815 0.061
H 3.6704 1.9884 0.1331 0.095
H 3.3281 2.4373 -1.5447 0.135
H 1.1625 2.3029 -1.0873 0.109
```